Density functional theory data (ωB97M-V/def2-TZVPD) for a structure of composition C11H14BMoN7.

Cartesian coordinates (Å):
1 C -2.569 -1.476 -0.922
2 H 0.505 1.285 -2.815
3 C -2.775 -1.362 -2.292
4 N 0.091 1.858 -0.630
5 H 0.478 3.685 -1.586
6 N 1.288 -0.821 -0.046
7 C -0.006 3.697 0.625
8 N -0.230 1.468 0.672
9 H 2.826 -0.155 -2.827
10 N -1.021 -0.077 -1.771
11 H -1.592 -0.138 -3.780
12 N -1.485 -0.691 -0.574
13 H 0.793 0.986 5.581
14 C 0.531 0.645 4.541
15 Mo -0.404 -0.604 0.991
16 C 2.384 -1.635 0.093
17 N 1.415 -0.158 -1.279
18 H 4.127 -1.977 -1.224
19 C -0.295 2.594 1.434
20 H -1.842 -2.818 1.660
21 C 3.193 -1.482 -1.031
22 C -0.983 -2.314 2.114
23 C 0.228 3.194 -0.657
24 H -3.069 -2.043 -0.152
25 H -1.231 -1.863 3.084
26 C 2.551 -0.557 -1.862
27 H 0.029 4.726 0.929
28 N 0.277 0.282 3.462
29 H -3.545 -1.847 -2.864
30 C -1.791 -0.493 -2.780
31 H -0.111 -2.973 2.193
32 H -0.523 2.521 2.486
33 B 0.273 0.790 -1.751
34 H 2.481 -2.246 0.977

Calculated values
- net charge = +4
- E_HOMO (spin up / spin down) (eV) = -23.49 / -23.53
- ⟨S²⟩ = 2.134
- relative energy (zero: lowest compared OMol25 entry of this formula, charge and spin) (kJ/mol) = 0.0
- 2S+1 = 3

Results of the Mulliken charge analysis, in e, for atoms 1 through 2: -0.17 0.12